Entry 1:
Computed, not measured: C6H7N3O in the gas phase at a distorted geometry, with wB97M-V/def2-TZVPD.

XYZ file:
```
17
Properties=species:S:1:pos:R:3:mulliken_charge:R:1
C 3.2181 -0.2435 -0.1249 0.1276
C 1.1730 0.3423 -0.3576 0.3628
C -2.2339 -1.2276 0.1315 -0.1012
C -0.2006 0.6576 -0.9026 -0.1499
C -1.0305 1.0658 0.3233 -0.5480
C -1.8058 -0.1314 0.9183 -0.3152
N 2.4379 0.6025 -0.7847 -0.6440
N 2.5345 -0.9601 0.7529 -0.6567
N 1.3123 -0.5581 0.6586 0.0301
O -2.4697 -1.2052 -1.0674 -0.5099
H 4.3047 -0.2518 -0.3667 0.3986
H -2.4715 -2.1451 0.6449 0.4054
H -0.0680 1.4743 -1.6306 0.2979
H -0.4101 -0.3686 -1.3903 0.2246
H -0.5241 1.3359 1.2010 0.3661
H -1.7437 1.7562 -0.0419 0.3913
H -2.0224 -0.1434 2.0362 0.3206
```

LUMO energy (spin up / spin down) (hartree): -0.0508 / -0.1088
ΔE to the lowest compared entry with this formula, charge and spin (kcal/mol): 112.9
Electronic energy (Eh): -472.16188
HOMO energy (spin up / spin down) (Eh): -0.365 / -0.345
2S+1: 1
Kohn-Sham gap (spin up / spin down) (Ha): 0.314 / 0.236
Charge: 0
Max |F| (eV/A): 4.09

Entry 2:
Computed, not measured: C5H8N2 in the gas phase, with wB97M-V/def2-TZVPD.

XYZ file:
```
15
Properties=species:S:1:pos:R:3:mulliken_charge:R:1
C -1.2994 -1.3261 0.4756 -0.9372
N -0.1055 -0.5572 0.2267 0.1443
C 1.1860 -1.0128 0.2955 -0.4580
C 2.0318 0.0259 -0.0097 -0.5292
C 1.2173 1.1595 -0.2630 -0.6100
C -0.0967 0.7758 -0.1447 0.3241
N -1.2928 1.4180 -0.5669 -0.5214
H -2.1326 -0.6997 0.1570 0.3438
H -1.2946 -2.2533 -0.1063 0.3209
H -1.4207 -1.5756 1.5370 0.2822
H 1.4077 -2.0527 0.5125 0.3738
H 3.1078 -0.0292 -0.1218 0.3845
H 1.5272 2.1551 -0.5430 0.4051
H -1.6785 2.1378 0.0376 0.2203
H -1.1572 1.8347 -1.4864 0.2567
```

LUMO energy (hartree): 0.0371
SMILES string: Cn1cccc1N
ΔE to the lowest compared entry with this formula, charge and spin (kcal/mol): 10.1
Electronic energy (Eh): -304.81943
HOMO energy (Eh): -0.292
2S+1: 1
Kohn-Sham gap (Ha): 0.330
Charge: 0
Max |F| (eV/A): 0.44

Entry 3:
Computed, not measured: a gas-phase ion, C7H15N2O (charge +1) at a distorted geometry, with wB97M-V/def2-TZVPD.

XYZ file:
```
25
Properties=species:S:1:pos:R:3:mulliken_charge:R:1
C -2.3429 0.2093 -1.0258 -1.3935
C -1.6033 -0.5538 0.1699 0.9733
C -2.2417 -1.8421 0.7026 -1.3148
C -0.5054 -0.0724 0.7731 -0.9619
C 0.4134 0.9835 0.4768 0.7999
C 0.0952 2.4198 0.5160 -1.4847
N 1.6374 0.7657 0.1389 -0.1089
C 2.3493 -0.5364 -0.0155 -0.0557
N 1.8910 -1.1175 -1.2220 -0.5026
O 3.6145 -0.1132 -0.0824 -0.5314
H -3.3575 0.2517 -0.7575 0.4204
H -1.8771 1.1364 -1.2318 0.3378
H -2.2870 -0.3693 -1.9209 0.3805
H -1.5438 -2.5946 0.4885 0.3525
H -2.3345 -1.8401 1.8150 0.3631
H -3.2547 -2.1023 0.2944 0.3589
H -0.2286 -0.6661 1.5767 0.5851
H -0.9791 2.6592 0.6724 0.3326
H 0.2997 2.8937 -0.5986 0.3910
H 0.7424 2.9709 1.2348 0.4392
H 2.2532 1.5890 0.0555 0.3534
H 2.0493 -1.1818 0.8884 0.3718
H 0.9867 -1.5432 -1.1068 0.2597
H 1.9401 -0.4736 -1.9785 0.2346
H 4.2832 -0.8726 0.1367 0.3996
```

LUMO energy (hartree): -0.1543
SMILES string: CC(C)=C/C(C)=[NH+]\[C@@H](N)O
ΔE to the lowest compared entry with this formula, charge and spin (kcal/mol): 57.2
Electronic energy (Eh): -460.18185
HOMO energy (Eh): -0.506
2S+1: 1
Kohn-Sham gap (Ha): 0.352
Charge: +1
Max |F| (eV/A): 4.38

Entry 4:
Computed, not measured: a gas-phase ion, C3H7N2O (charge +1) at a distorted geometry, with wB97M-V/def2-TZVPD.

XYZ file:
```
13
Properties=species:S:1:pos:R:3:mulliken_charge:R:1
O -1.9681 -0.2313 -0.5182 -0.5079
C -1.0432 -0.1403 0.4112 0.0819
N 0.0381 -1.4242 0.1857 -0.2741
C 1.1499 -0.8099 -0.2211 -0.1223
C 1.0702 0.5300 -0.4292 -0.7296
N -0.1948 1.0678 0.2823 -0.1005
H -2.4185 -1.0797 -0.7312 0.3978
H -1.4003 -0.2068 1.4156 0.3894
H 0.1968 -2.2137 0.6789 0.2190
H 1.9097 -1.4319 -0.4197 0.5179
H 1.9736 0.9695 -0.8134 0.3847
H 0.0087 1.3679 1.2383 0.3788
H -0.6104 1.6542 -0.4575 0.3650
```

LUMO energy (hartree): -0.1298
SMILES string: O[C@H]1NC=C[NH2+]1
ΔE to the lowest compared entry with this formula, charge and spin (kcal/mol): 77.8
Electronic energy (Eh): -302.91607
HOMO energy (Eh): -0.492
2S+1: 1
Kohn-Sham gap (Ha): 0.362
Charge: +1
Max |F| (eV/A): 6.15

Entry 5:
Computed, not measured: 2 unconnected molecules or ions with the total composition C8H14N3O4S at a distorted geometry, with wB97M-V/def2-TZVPD.

XYZ file:
```
30
Properties=species:S:1:pos:R:3:mulliken_charge:R:1
C -2.4770 -1.8661 2.6543 -1.0089
S -1.9661 -1.0077 1.1127 1.2403
O -1.5427 -2.0321 0.1735 -0.6505
O -3.1102 -0.2328 0.6729 -0.6416
C -0.5297 0.0672 1.5402 -0.1874
C 0.3120 -0.6776 2.5760 0.0710
N 0.9530 -1.3200 3.2342 -0.3911
C 0.4139 0.2009 0.2660 0.1608
C -0.4068 0.5347 -0.9862 -0.3588
N -1.2512 0.7108 -1.6965 -0.4420
C 1.3495 1.4408 0.5292 -0.7450
C 2.8084 1.2993 -0.0434 -0.6066
C 2.9520 0.2466 -1.1661 0.4669
N 3.6487 -0.9779 -0.7975 -0.5391
O 2.5339 0.4260 -2.2590 -0.4841
H -2.2803 -1.1344 3.4748 0.3444
H -3.5615 -2.0945 2.6318 0.3701
H -1.8485 -2.7653 2.7912 0.3749
H -0.8051 1.0455 1.9778 0.3917
H 0.9407 -0.7669 0.1842 0.5200
H 0.8929 2.3720 0.1291 0.4747
H 1.4127 1.5702 1.6323 0.3336
H 3.1023 2.2913 -0.4518 0.3144
H 3.4880 1.0851 0.8090 0.3485
H 3.0548 -1.7890 -0.9534 0.2602
H 4.5351 -1.0498 -1.2918 0.2759
O -3.2135 1.3188 -4.1679 -0.3914
H -4.0139 0.7798 -3.9940 0.4572
H -2.8849 1.1888 -5.0816 0.4802
H -2.5066 1.1365 -3.4998 0.5617
```

LUMO energy (hartree): -0.1593
Electronic energy (Eh): -1176.28331
HOMO energy (Eh): -0.454
2S+1: 1
Kohn-Sham gap (Ha): 0.295
Charge: +1
Max |F| (eV/A): 5.67

Entry 6:
Computed, not measured: 7 unconnected molecules or ions with the total composition C47H102N5O6 at a distorted geometry, with wB97M-V/def2-TZVPD.

XYZ file:
```
160
Properties=species:S:1:pos:R:3:mulliken_charge:R:1
C 0.9191 -1.7096 -3.0774 -1.5922
C -0.1104 -2.8554 -3.0495 1.1828
C 0.5797 -4.2368 -3.2893 -1.2335
N -0.3486 -5.5460 -3.2344 0.2045
C -0.9665 -5.5351 -1.7820 -0.6001
C -1.6840 -6.9191 -1.4808 -1.0809
C -0.9404 -8.2822 -1.8206 -0.7171
C -0.2026 -8.0876 -3.1973 -0.8729
C 0.5378 -6.7543 -3.4226 -0.4826
C -1.4718 -5.3364 -4.3235 -0.9181
H 0.6346 -0.6665 -2.9393 0.4884
H 1.2460 -1.8027 -4.1130 0.5285
H 1.8069 -1.9226 -2.4819 0.0843
H -0.7960 -2.6848 -3.8796 0.3102
H -0.6351 -2.8344 -2.0944 -0.5300
H 1.4225 -4.3341 -2.6049 0.4506
H 1.0308 -4.2493 -4.2815 0.6286
H -0.2244 -5.4959 -0.9847 0.1798
H -1.6171 -4.6609 -1.7563 0.5186
H -1.9728 -6.7521 -0.4431 0.5715
H -2.6081 -6.7878 -2.0437 0.4432
H -0.2389 -8.4692 -1.0076 0.3392
H -1.6383 -9.1123 -1.9298 0.3723
H 0.5574 -8.8210 -3.4668 0.4338
H -1.0081 -8.1181 -3.9310 0.3083
H 1.2039 -6.7093 -2.5610 0.3440
H 1.0956 -6.5981 -4.3459 0.5089
H -1.9515 -6.3023 -4.1653 0.5796
H -1.0322 -5.2558 -5.3176 0.2366
H -2.1639 -4.5661 -3.9830 0.3434
C 0.6597 2.3845 3.0282 -1.0230
C 1.5765 1.3152 2.4483 0.0417
C 0.9995 -0.1201 2.5347 0.8050
N 1.9269 -1.3312 2.0670 0.4290
C 3.0411 -1.6843 3.2082 -0.6256
C 3.7750 -2.9912 2.8892 -0.5976
C 2.8279 -4.1376 2.7152 -0.9013
C 1.7882 -3.8539 1.5985 -0.5416
C 0.9360 -2.5713 1.9037 0.4138
C 2.7061 -0.9347 0.7558 -1.1169
H 0.5447 2.3347 4.1110 0.4853
H -0.3418 2.3255 2.6020 -0.1595
H 1.0438 3.3370 2.6631 0.3853
H 2.5228 1.2448 2.9846 0.5170
H 1.8128 1.5072 1.4017 -0.2469
H 0.1031 -0.2897 1.9383 -1.4185
H 0.7069 -0.2996 3.5692 0.6373
H 2.4497 -1.7455 4.1218 0.3749
H 3.6468 -0.7790 3.2478 0.4854
H 4.3266 -3.1815 3.8099 0.4416
H 4.4874 -2.9415 2.0657 0.2501
H 2.3753 -4.2114 3.7040 0.3162
H 3.3731 -5.0731 2.5894 0.4130
H 1.0612 -4.6511 1.4433 0.3869
H 2.2910 -3.7155 0.6414 0.2376
H 0.3619 -2.6859 2.8232 0.2569
H 0.2192 -2.3434 1.1147 -0.3460
H 1.8776 -0.5985 0.1323 0.1006
H 3.0519 -1.8468 0.2694 0.6169
H 3.4431 -0.1570 0.9560 0.3465
C 2.0575 3.0671 -1.9623 -1.6492
C 2.9445 2.5989 -3.0023 -0.1095
C 4.2330 1.8484 -2.5731 -0.5300
N 4.9355 0.9123 -3.6226 0.1179
C 5.2923 1.7497 -4.8953 -0.5777
C 6.0488 1.0090 -5.9625 -0.7676
C 7.2403 0.2756 -5.3324 -0.7188
C 6.9730 -0.5404 -4.0219 -0.6863
C 6.2664 0.3448 -2.9918 -0.5084
C 3.9046 -0.2333 -3.9382 -1.4773
H 2.3826 3.9274 -1.3773 0.4606
H 1.8474 2.2512 -1.2707 0.1514
H 1.1519 3.5616 -2.3136 0.4431
H 3.2432 3.4893 -3.5557 0.3855
H 2.3590 1.9173 -3.6194 0.2972
H 4.0279 1.3472 -1.6272 0.2190
H 5.0015 2.5848 -2.3382 0.5285
H 5.8977 2.4837 -4.3636 0.4193
H 4.3537 2.1923 -5.2289 0.4522
H 6.3486 1.7488 -6.7047 0.4504
H 5.3593 0.4348 -6.5813 0.3677
H 8.1326 0.8969 -5.2557 0.3476
H 7.6228 -0.5351 -5.9525 0.3638
H 7.8747 -1.0348 -3.6606 0.4823
H 6.3363 -1.4238 -4.0699 0.2839
H 6.7322 1.2916 -2.7182 0.4909
H 6.0976 -0.2322 -2.0826 0.3199
H 4.3195 -0.9380 -4.6589 0.5498
H 2.8943 0.0319 -4.2497 0.3971
H 3.7895 -0.7133 -2.9664 0.4645
C -4.7146 0.2674 -0.5618 -1.5765
C -4.4390 0.3159 0.8914 0.7834
C -4.7111 -0.8919 1.8006 -0.7588
N -3.8569 -0.8555 3.1291 0.5078
C -4.1634 -2.2423 3.8529 -0.8167
C -3.5965 -2.4274 5.2709 -0.5508
C -3.9353 -1.1908 6.0105 -0.7861
C -3.4671 0.1285 5.4675 -0.4623
C -4.1794 0.2920 4.0422 -0.4790
C -2.3342 -0.9385 2.8165 -0.6403
H -4.8323 1.2534 -1.0114 0.3500
H -5.7219 -0.1470 -0.6048 0.4726
H -4.0137 -0.3940 -1.0710 0.1795
H -5.0351 1.1237 1.3158 0.4434
H -3.3969 0.6335 0.9250 -0.6777
H -4.3938 -1.8496 1.3880 0.3331
H -5.7683 -1.0235 2.0309 0.6152
H -5.2414 -2.1220 3.9605 0.5521
H -3.9497 -3.0513 3.1544 0.4618
H -4.1416 -3.2642 5.7076 0.4449
H -2.5456 -2.7134 5.2270 0.2927
H -5.0202 -1.1140 6.0814 0.3070
H -3.6428 -1.2866 7.0561 0.4249
H -3.7305 1.0174 6.0408 0.5151
H -2.3799 0.1698 5.4012 0.1586
H -5.2641 0.3710 3.9688 0.5283
H -3.9361 1.2379 3.5583 -0.0428
H -1.9975 -1.4650 1.9234 -0.2401
H -1.7925 -1.4169 3.6324 0.3990
H -1.8977 0.0417 2.6247 0.1057
C -0.7946 10.2682 2.0821 -1.3715
C -0.9388 8.7220 2.1522 -0.4060
C -1.4985 7.9773 0.8674 -0.5601
N -1.7926 6.4767 1.0202 0.3562
C -2.3480 6.0992 2.4228 -1.1790
C -2.7648 4.5998 2.5478 0.2466
C -3.6164 4.2203 1.4117 0.0508
C -3.1640 4.6721 0.0038 0.0012
C -2.7834 6.1840 -0.0979 -1.0035
C -0.4275 5.7585 0.8841 -0.6624
H 0.1404 10.5563 1.6016 0.3601
H -0.8199 10.7803 3.0441 0.3756
H -1.5923 10.7404 1.5087 0.3484
H -1.7879 8.6099 2.8265 0.2805
H -0.1092 8.2017 2.6308 0.3412
H -0.8723 8.1312 -0.0114 0.3975
H -2.5360 8.3081 0.8198 0.4526
H -3.2992 6.6089 2.5764 0.4553
H -1.5790 6.3882 3.1391 0.5682
H -3.4315 4.3664 3.3779 0.5584
H -1.9309 3.9018 2.6221 -0.4385
H -4.5887 4.6886 1.5645 0.5780
H -3.8443 3.1555 1.4590 -0.6400
H -3.9257 4.5602 -0.7678 0.6075
H -2.3953 3.9839 -0.3476 -0.3519
H -3.6514 6.8427 -0.1267 0.4319
H -2.2349 6.4527 -1.0007 0.4804
H -0.3869 4.6695 0.8612 0.0206
H 0.2750 6.0167 1.6766 0.3715
H 0.0228 6.1036 -0.0466 0.3862
O -0.8622 1.2366 -1.9173 -0.6387
C -0.8957 0.7235 -0.6991 -0.1196
O -1.0432 -0.4907 -0.5623 -0.1204
O -0.8886 1.5765 0.1915 -0.0028
H -0.8357 2.0282 -1.3748 0.0926
O -2.9416 -2.6641 -0.6761 -0.4843
C -2.8087 -3.6913 0.1918 0.7318
O -3.7707 -4.4374 0.5147 -0.8201
O -1.7326 -3.8426 0.7686 -0.6138
H -2.1312 -2.1551 -0.6001 0.1142
```

LUMO energy (hartree): -0.2095
ΔE to the lowest compared entry with this formula, charge and spin (kcal/mol): 85.3
Electronic energy (Eh): -2576.22240
HOMO energy (Eh): -0.452
2S+1: 1
Kohn-Sham gap (Ha): 0.242
Charge: +3
Max |F| (eV/A): 4.43